{"formula": "C36H108O36", "method": "ωB97M-V with the def2-TZVPD basis set", "symbols": ["C", "C", "O", "O", "H", "H", "H", "H", "H", "H", "C", "C", "O", "O", "H", "H", "H", "H", "H", "H", "C", "C", "O", "O", "H", "H", "H", "H", "H", "H", "C", "C", "O", "O", "H", "H", "H", "H", "H", "H", "C", "C", "O", "O", "H", "H", "H", "H", "H", "H", "C", "C", "O", "O", "H", "H", "H", "H", "H", "H", "C", "C", "O", "O", "H", "H", "H", "H", "H", "H", "C", "C", "O", "O", "H", "H", "H", "H", "H", "H", "C", "C", "O", "O", "H", "H", "H", "H", "H", "H", "C", "C", "O", "O", "H", "H", "H", "H", "H", "H", "C", "C", "O", "O", "H", "H", "H", "H", "H", "H", "C", "C", "O", "O", "H", "H", "H", "H", "H", "H", "C", "C", "O", "O", "H", "H", "H", "H", "H", "H", "C", "C", "O", "O", "H", "H", "H", "H", "H", "H", "C", "C", "O", "O", "H", "H", "H", "H", "H", "H", "C", "C", "O", "O", "H", "H", "H", "H", "H", "H", "C", "C", "O", "O", "H", "H", "H", "H", "H", "H", "C", "C", "O", "O", "H", "H", "H", "H", "H", "H"], "coordinates": [[0.937, 4.855, 2.401], [0.688, 3.463, 1.766], [-0.394, 3.350, 0.864], [1.471, 5.841, 1.508], [1.629, 4.676, 3.178], [-0.064, 5.198, 2.877], [0.699, 2.695, 2.553], [1.565, 3.159, 1.164], [-1.260, 3.223, 1.331], [0.788, 6.119, 0.948], [-6.668, -0.858, -0.204], [-5.842, 0.406, -0.493], [-4.550, 0.404, -0.036], [-6.831, -1.001, 1.210], [-6.050, -1.660, -0.676], [-7.656, -0.851, -0.758], [-6.477, 1.313, -0.210], [-5.755, 0.494, -1.628], [-4.394, 0.819, 0.816], [-6.879, -0.097, 1.544], [-3.089, -0.150, 5.249], [-2.936, -1.705, 5.165], [-1.655, -2.021, 4.706], [-3.491, 0.470, 4.102], [-2.090, 0.325, 5.578], [-3.807, 0.186, 6.025], [-3.782, -2.116, 4.602], [-3.075, -2.102, 6.189], [-1.719, -2.645, 3.986], [-2.966, 0.152, 3.329], [0.123, -0.669, -6.260], [1.347, -0.844, -7.214], [2.492, -0.085, -6.953], [0.407, -1.302, -4.992], [-0.814, -1.114, -6.595], [-0.071, 0.413, -6.179], [1.141, -0.607, -8.232], [1.545, -1.983, -7.292], [2.766, -0.197, -6.076], [0.831, -0.720, -4.351], [4.251, -1.747, -1.208], [5.033, -1.995, -2.474], [4.084, -1.815, -3.598], [3.904, -0.336, -1.007], [4.861, -2.036, -0.281], [3.375, -2.369, -1.140], [5.226, -3.104, -2.497], [5.941, -1.403, -2.513], [3.385, -2.469, -3.593], [3.202, -0.230, -1.657], [-0.324, 5.912, -2.320], [-0.146, 7.361, -2.321], [0.024, 7.910, -3.653], [-0.345, 5.517, -0.905], [0.519, 5.355, -2.869], [-1.270, 5.573, -2.867], [0.853, 7.563, -1.857], [-1.004, 7.853, -1.845], [-0.742, 7.685, -4.208], [-0.385, 4.579, -0.691], [3.201, -5.037, -4.178], [1.661, -5.209, -4.506], [0.851, -5.600, -3.378], [3.363, -4.414, -2.929], [3.578, -4.429, -4.935], [3.675, -6.023, -4.265], [1.574, -5.982, -5.268], [1.172, -4.313, -4.984], [0.549, -4.724, -2.994], [2.512, -4.508, -2.384], [-0.808, -0.251, 1.201], [-1.064, -1.175, 0.061], [-0.683, -2.532, 0.394], [-1.828, -0.341, 2.182], [-0.786, 0.794, 0.864], [0.153, -0.453, 1.695], [-0.493, -0.843, -0.828], [-2.118, -1.101, -0.007], [-1.427, -3.057, 0.721], [-1.989, -1.284, 2.382], [-2.353, -3.613, -4.128], [-1.738, -3.356, -2.760], [-0.347, -2.955, -2.889], [-2.819, -2.467, -4.813], [-3.134, -4.419, -4.003], [-1.495, -3.970, -4.754], [-1.692, -4.275, -2.173], [-2.292, -2.579, -2.224], [-0.167, -2.426, -3.716], [-3.143, -1.793, -4.202], [3.216, 0.869, 2.445], [3.800, 0.188, 3.654], [4.588, -1.010, 3.436], [4.235, 1.583, 1.656], [2.489, 1.596, 2.779], [2.624, 0.207, 1.845], [2.987, -0.148, 4.298], [4.278, 0.894, 4.376], [5.489, -0.628, 3.316], [4.356, 1.088, 0.872], [1.077, 2.684, 5.417], [-0.403, 2.634, 4.996], [-0.787, 1.648, 3.926], [1.328, 1.609, 6.252], [1.359, 3.667, 5.899], [1.773, 2.663, 4.559], [-0.606, 3.619, 4.567], [-0.925, 2.269, 5.896], [-0.437, 0.779, 4.130], [1.173, 0.751, 5.758], [-5.144, 2.878, 2.260], [-3.690, 3.132, 2.836], [-2.803, 2.347, 2.027], [-5.505, 1.535, 2.425], [-5.210, 3.155, 1.217], [-5.820, 3.512, 2.844], [-3.713, 2.919, 3.874], [-3.451, 4.221, 2.659], [-2.057, 1.858, 2.599], [-5.034, 1.208, 3.218], [3.976, 1.740, -4.739], [2.980, 2.559, -5.506], [1.967, 3.109, -4.668], [3.173, 0.771, -4.093], [4.494, 2.403, -4.010], [4.670, 1.261, -5.386], [2.387, 2.010, -6.282], [3.457, 3.395, -5.965], [2.335, 3.631, -3.957], [3.663, -0.079, -4.025], [-2.105, 1.097, -2.574], [-0.906, 1.780, -3.214], [0.249, 0.992, -3.144], [-2.373, -0.194, -3.183], [-2.882, 1.828, -2.649], [-2.048, 0.982, -1.452], [-0.755, 2.670, -2.637], [-1.129, 2.181, -4.204], [1.024, 1.292, -3.629], [-1.595, -0.373, -3.746], [-2.987, -4.458, 2.534], [-4.102, -3.730, 1.741], [-4.234, -2.407, 2.306], [-1.795, -3.677, 2.447], [-2.912, -5.451, 2.117], [-3.194, -4.460, 3.645], [-5.105, -4.207, 1.832], [-3.799, -3.666, 0.696], [-4.870, -1.854, 1.801], [-0.972, -4.164, 2.243], [3.014, 3.372, -1.272], [4.143, 4.256, -0.587], [3.591, 5.528, -0.485], [2.357, 4.148, -2.242], [2.296, 3.019, -0.586], [3.368, 2.434, -1.798], [5.075, 4.332, -1.122], [4.336, 3.765, 0.415], [2.928, 5.540, 0.192], [2.182, 4.977, -1.827], [0.681, -2.577, 6.547], [1.535, -1.583, 5.829], [0.946, -0.993, 4.664], [-0.455, -2.076, 7.224], [1.344, -3.055, 7.318], [0.356, -3.355, 5.813], [2.478, -2.128, 5.503], [1.882, -0.835, 6.527], [-0.013, -1.269, 4.605], [-1.120, -2.127, 6.559], [1.416, -5.362, 0.093], [1.776, -5.431, 1.552], [1.012, -4.520, 2.422], [1.724, -4.273, -0.662], [0.357, -5.601, -0.042], [1.997, -6.127, -0.477], [2.809, -5.237, 1.674], [1.541, -6.388, 1.955], [1.245, -3.666, 2.081], [0.929, -3.779, -0.831]], "atomic_forces_ev_per_a": [[-2.422, -0.316, -0.953], [1.226, -0.021, -0.345], [-0.873, 0.060, 0.460], [1.380, -1.212, 1.946], [0.969, 0.208, 0.904], [1.513, -0.253, -0.705], [-0.679, 0.331, -0.069], [-0.125, 0.548, 0.271], [0.662, 0.053, -0.356], [-1.768, 0.599, -1.640], [0.567, 0.331, -0.779], [-2.125, 1.245, -2.161], [1.226, -0.549, -0.001], [0.169, -0.515, -0.662], [-0.583, -0.044, 0.943], [0.940, 0.197, 0.665], [0.967, -0.819, 0.092], [-0.275, -0.175, 1.168], [-0.499, 0.151, 0.439], [0.080, 0.051, 0.318], [1.352, 0.014, 1.980], [-1.642, 1.742, 1.682], [0.346, -0.005, -0.196], [-0.712, 0.051, -1.903], [-1.063, -1.041, -0.210], [0.243, -0.681, -0.188], [0.542, 0.046, -0.424], [0.189, 0.137, -0.181], [0.156, -0.771, -0.791], [-0.214, 0.468, 0.468], [1.158, 0.580, -0.049], [-0.666, -2.548, -0.027], [-0.663, 0.117, -1.594], [-0.143, -0.110, -0.236], [0.331, -0.255, -0.376], [0.110, -0.231, 0.470], [-0.852, 0.440, -0.744], [0.060, 1.484, 0.543], [0.598, -0.301, 2.261], [-0.057, 0.589, -0.173], [1.653, 0.812, 2.365], [-2.360, -2.474, -0.105], [1.700, 1.899, -0.124], [0.019, -1.381, -0.453], [-0.558, 0.424, -1.316], [-0.501, -0.203, -0.280], [0.453, 1.148, 0.198], [-0.228, 0.280, -0.700], [0.159, -0.760, 0.625], [-0.132, 0.696, -0.047], [-0.105, -3.843, -0.245], [1.118, 1.766, -0.988], [-0.416, -0.489, 0.216], [0.029, 1.256, -0.960], [-1.154, 1.009, 0.746], [0.863, 0.529, 0.843], [-1.132, 0.215, 0.108], [0.465, 0.018, 0.328], [0.297, 0.053, 0.397], [-0.046, -0.378, -0.358], [-2.807, -1.164, 0.672], [-0.252, 0.202, -0.339], [0.507, 1.567, 0.064], [-1.258, 0.005, 0.879], [0.970, 1.155, -1.301], [0.063, 0.109, 0.474], [-0.016, -0.235, 0.076], [0.838, -0.381, 0.586], [0.086, -1.147, -0.543], [1.639, -0.148, -0.719], [1.044, 0.765, 0.595], [1.164, -0.513, 0.268], [0.469, 0.298, -0.697], [-0.326, -0.955, 0.302], [-0.100, -0.207, -0.031], [0.056, -0.047, -0.243], [-0.551, -0.399, 0.273], [-1.252, -0.106, -1.116], [-0.027, 0.625, 0.010], [0.074, 0.368, -0.284], [0.486, -0.809, -0.084], [0.918, 0.543, -0.591], [0.107, 0.165, -0.241], [-0.062, -0.062, 0.041], [0.547, 0.811, -0.432], [-0.942, -0.297, 0.375], [-0.257, -0.006, -0.017], [-0.005, -0.058, 0.101], [-0.635, -0.517, 0.742], [-0.051, -0.043, 0.184], [1.352, 0.887, -0.181], [-0.511, -0.541, 1.587], [1.007, 1.966, -0.299], [-1.290, -0.045, 1.971], [0.033, 0.438, 0.325], [0.078, -0.730, -0.612], [-0.347, -0.076, -0.479], [0.369, -0.191, -0.988], [-0.793, -0.918, -0.073], [0.229, -0.906, -1.491], [0.086, 0.338, -1.137], [0.501, -0.829, -0.851], [0.868, 1.672, 0.865], [0.421, -1.792, 0.372], [-0.757, -1.108, 0.051], [-0.392, -0.068, -0.140], [-0.876, -0.241, 0.313], [-0.261, 1.002, -0.275], [0.232, -0.311, 0.175], [0.220, 1.426, 0.515], [1.284, 0.881, 1.544], [-1.053, 1.100, -2.968], [2.110, -1.061, 1.816], [0.010, -0.702, 0.169], [0.084, -0.034, -0.336], [-0.078, 0.170, -0.152], [0.439, -0.457, 0.958], [-0.233, -0.892, 0.401], [-2.314, 1.509, -1.049], [-0.135, -0.200, -0.285], [-1.286, 0.667, 0.589], [-1.374, 0.751, -0.609], [-0.564, -0.896, -0.447], [0.270, -1.323, 0.506], [-0.115, -0.490, -0.267], [0.858, -0.254, -0.652], [1.073, 0.216, 0.726], [0.752, 0.548, -0.753], [0.275, 0.365, 0.663], [-0.240, 0.233, 0.327], [0.937, -0.813, 0.729], [0.042, 0.572, 0.534], [-0.067, -1.562, 0.280], [0.302, 0.990, -0.048], [-1.156, 0.029, -0.663], [0.537, -0.182, -1.098], [0.166, 0.820, 0.616], [-0.056, -0.583, -0.404], [0.102, 1.020, -0.269], [-0.366, -0.043, 0.349], [-1.053, 1.123, 1.016], [-0.392, 0.793, 1.218], [0.230, -0.160, -0.428], [0.127, -0.083, -0.389], [0.394, -0.426, 0.107], [-0.402, -0.509, -1.210], [0.861, -0.241, -0.163], [-0.028, -0.078, -0.239], [0.189, -0.484, 0.226], [-0.086, -0.243, 0.409], [2.274, -0.641, -1.434], [-1.501, -2.229, 0.989], [0.770, 1.105, -0.436], [-0.056, -0.937, -0.875], [-0.748, -0.241, 1.263], [0.054, 1.050, 0.544], [0.133, -0.104, -0.463], [0.018, 0.671, -0.898], [-0.731, 0.094, 1.092], [-0.015, 1.245, 0.427], [0.468, -1.470, 0.501], [1.326, -0.863, -0.641], [-1.352, 0.104, 0.155], [0.929, 0.189, 0.365], [-0.595, 0.258, -0.699], [0.331, 0.290, 0.523], [-1.038, 0.503, 0.205], [-0.065, 0.526, 0.228], [1.120, 0.152, 0.253], [-0.982, 0.149, -0.496], [-0.245, -3.031, -0.779], [-1.174, 1.305, 0.485], [0.199, -1.069, -0.938], [0.774, 2.464, -0.371], [-0.132, -0.196, 0.153], [-0.528, -0.455, 1.086], [1.204, 0.253, 0.281], [-0.048, -0.942, -0.017], [0.035, 1.152, -0.052], [-0.611, 0.933, 0.049]], "lowdin_charge": [-0.18, -0.23, -0.08, -0.04, 0.09, 0.15, 0.08, 0.10, 0.07, 0.04, -0.23, -0.30, -0.05, -0.08, 0.12, 0.13, 0.14, 0.13, 0.05, 0.06, -0.22, -0.19, -0.10, -0.10, 0.13, 0.13, 0.12, 0.13, 0.05, 0.06, -0.16, -0.23, -0.04, -0.11, 0.12, 0.12, 0.10, 0.14, 0.02, 0.06, -0.21, -0.16, -0.11, -0.08, 0.15, 0.09, 0.12, 0.12, 0.06, 0.06, -0.24, -0.25, -0.08, -0.09, 0.13, 0.14, 0.14, 0.13, 0.09, 0.05, -0.21, -0.20, -0.10, -0.11, 0.09, 0.12, 0.11, 0.12, 0.05, 0.08, -0.19, -0.19, -0.08, -0.10, 0.12, 0.13, 0.13, 0.11, 0.05, 0.08, -0.23, -0.21, -0.12, -0.07, 0.13, 0.13, 0.12, 0.10, 0.06, 0.06, -0.19, -0.24, -0.07, -0.06, 0.08, 0.11, 0.07, 0.14, 0.10, 0.03, -0.27, -0.12, -0.13, -0.08, 0.15, 0.10, 0.11, 0.12, 0.05, 0.07, -0.22, -0.20, -0.14, -0.09, 0.11, 0.12, 0.10, 0.13, 0.10, 0.08, -0.21, -0.23, -0.08, -0.11, 0.13, 0.12, 0.12, 0.11, 0.03, 0.06, -0.19, -0.24, -0.06, -0.08, 0.11, 0.12, 0.10, 0.13, 0.05, 0.07, -0.17, -0.19, -0.09, -0.13, 0.12, 0.14, 0.14, 0.11, 0.08, 0.08, -0.18, -0.20, -0.06, -0.10, 0.07, 0.12, 0.11, 0.12, 0.04, 0.05, -0.25, -0.24, -0.12, -0.04, 0.14, 0.13, 0.15, 0.11, 0.07, 0.01, -0.27, -0.16, -0.07, -0.07, 0.13, 0.15, 0.11, 0.11, 0.07, 0.06], "e_above_lowest_ev": 0.7729, "e_lumo_ev": 0.260, "total_energy_ha": -4144.76908}